Computed, not measured: one molecule with the formula C19H36O2, with the ωB97M-V functional and the def2-TZVPD basis.

Element x y z (Å)
C: -4.3282 -4.0628 -0.8155
C: -4.8999 -3.5814 0.5131
C: -4.9326 -2.0574 0.6338
C: -5.9209 -1.4007 -0.3284
C: -6.1088 0.0943 -0.0669
C: -4.8460 0.9099 -0.3322
C: -5.0913 2.4108 -0.2068
C: -3.8055 3.2174 -0.4313
C: -2.8136 2.9789 0.6650
C: -1.6922 2.2759 0.6065
C: -1.1427 1.5361 -0.5730
C: -0.8614 0.0630 -0.2432
C: 0.3853 -0.1657 0.6128
C: 1.6858 0.0520 -0.1579
C: 2.9142 -0.2378 0.7013
C: 4.2081 -0.0403 -0.0828
C: 5.4432 -0.3477 0.7651
C: 6.7093 -0.0323 0.0049
O: 6.9047 0.9601 -0.6448
O: 7.6133 -1.0119 0.1438
C: 8.8551 -0.8203 -0.5205
H: -3.3361 -3.6456 -0.9751
H: -4.2491 -5.1478 -0.8224
H: -4.9647 -3.7652 -1.6446
H: -5.9110 -3.9762 0.6375
H: -4.2877 -3.9816 1.3251
H: -5.2120 -1.7928 1.6569
H: -3.9287 -1.6698 0.4522
H: -6.8895 -1.8977 -0.2289
H: -5.5809 -1.5379 -1.3563
H: -6.9097 0.4635 -0.7133
H: -6.4263 0.2447 0.9679
H: -4.4815 0.6881 -1.3383
H: -4.0674 0.6257 0.3762
H: -5.8409 2.7205 -0.9391
H: -5.4863 2.6314 0.7878
H: -3.3867 2.9613 -1.4046
H: -4.0568 4.2816 -0.4457
H: -3.0860 3.4365 1.6087
H: -1.0852 2.2066 1.5005
H: -0.2162 2.0166 -0.8978
H: -1.8458 1.5771 -1.4041
H: -1.7306 -0.3451 0.2781
H: -0.7482 -0.4925 -1.1775
H: 0.3684 -1.1941 0.9831
H: 0.3649 0.4928 1.4826
H: 1.6974 -0.6015 -1.0337
H: 1.7408 1.0822 -0.5138
H: 2.8656 -1.2664 1.0674
H: 2.9115 0.4233 1.5710
H: 4.2041 -0.6912 -0.9600
H: 4.2760 0.9903 -0.4358
H: 5.4324 0.2791 1.6606
H: 5.4655 -1.3928 1.0740
H: 8.6948 -0.7003 -1.5938
H: 9.4492 -1.7076 -0.3185
H: 9.3551 0.0721 -0.1391

Force components x, y, z for each atom (eV/Å):
-0.15 -0.03 0.21
0.20 0.15 -0.04
-0.24 -0.22 -0.12
0.05 0.17 0.28
0.21 -0.15 -0.26
-0.40 0.16 0.20
0.27 -0.13 -0.17
-0.14 -0.03 0.09
-0.11 0.17 -0.04
0.22 -0.04 -0.02
-0.11 -0.13 0.00
0.06 0.07 0.10
-0.04 -0.01 -0.36
-0.03 -0.10 0.45
0.06 0.09 -0.45
0.02 -0.03 0.35
-0.04 0.09 -0.30
-0.13 -0.06 0.18
0.03 0.09 -0.07
-0.06 -0.29 0.19
0.20 0.23 -0.22
0.13 0.03 -0.07
0.04 -0.09 -0.09
-0.02 0.01 -0.15
-0.03 -0.03 0.09
-0.07 -0.05 0.03
0.05 0.09 0.05
0.09 0.06 0.08
-0.02 -0.08 -0.07
-0.06 -0.04 -0.10
-0.06 0.06 0.05
-0.07 0.04 0.05
0.10 -0.04 -0.08
0.10 -0.06 -0.04
-0.07 0.02 0.04
-0.09 0.04 0.04
-0.01 0.06 -0.06
0.05 0.00 -0.08
0.05 0.01 0.17
0.00 0.04 0.19
0.00 0.02 -0.11
0.05 0.06 -0.06
-0.07 -0.04 -0.07
-0.04 -0.07 -0.01
0.02 0.01 0.09
0.01 -0.02 0.13
0.00 0.01 -0.09
0.02 0.04 -0.11
-0.02 -0.04 0.10
0.00 -0.01 0.10
0.00 0.03 -0.08
0.00 -0.02 -0.07
0.05 -0.03 0.03
-0.02 0.05 0.06
0.05 -0.02 0.08
-0.04 0.04 0.00
-0.01 -0.08 -0.05

Summary:
SMILES: CCCCCCCC/C=C\CCCCCCCC(=O)OC
charge: 0
Kohn-Sham gap: 10.0 eV
energy relative to the best compared isomer or geometry (same formula, charge and spin): 16.9 kJ/mol
DFT total energy: -896.0416 Eh

Here are the natural (NBO) charges for atoms 1 to 6, given in e:
1. C -0.61
2. C -0.39
3. C -0.40
4. C -0.39
5. C -0.38
6. C -0.41

Computed, not measured: C38H78B2F26N8O14S6 as an isolated structure in a non-equilibrium geometry, with the ωB97M-V functional and the def2-TZVPD basis.

Element x y z (Å)
C: 1.7499 -1.5017 3.7323
C: 0.3284 -1.6872 3.3543
C: -0.5429 -2.3901 4.4492
O: -1.7750 -2.5933 3.8103
C: -2.9500 -2.5232 4.6376
N: -0.1872 -0.3445 3.1944
H: 0.0808 0.1317 4.0880
H: 0.3109 0.1113 2.4376
H: -1.2078 -0.2391 3.0171
H: 2.0827 -2.5102 3.9399
H: 1.8373 -0.9008 4.6964
H: 2.2677 -0.9536 2.9233
H: 0.2692 -2.2114 2.3953
H: -0.6259 -1.6867 5.2952
H: -0.1494 -3.2870 4.8786
H: -3.1936 -1.4748 4.7592
H: -2.6785 -3.0111 5.5955
H: -3.6664 -3.1675 4.1897
C: -0.4149 -3.9474 -3.7903
C: 0.7592 -4.0970 -2.8350
C: 0.4815 -3.3783 -1.5244
O: -0.7164 -3.7215 -0.9627
C: -0.8559 -3.5052 0.4469
N: 1.1523 -5.5162 -2.4338
H: 2.0781 -5.4617 -1.8560
H: 0.4785 -6.0276 -1.7954
H: 1.3239 -6.0407 -3.2936
H: -0.3310 -4.3576 -4.8124
H: -0.6495 -2.9496 -3.9669
H: -1.2651 -4.4185 -3.3371
H: 1.6569 -3.7070 -3.2388
H: 0.5331 -2.3020 -1.7316
H: 1.3403 -3.6231 -0.9179
H: -0.0405 -4.0314 1.0668
H: -1.8412 -3.8475 0.6644
H: -0.7998 -2.3957 0.6734
C: 5.2099 4.4453 -0.0512
C: 5.6355 3.1648 -0.6041
C: 4.3649 2.5377 -1.2206
N: 4.5080 1.2333 -1.8638
C: 4.7206 0.1667 -0.8180
C: 5.5847 1.2188 -2.8466
C: 5.3350 -0.0612 -3.7124
C: 3.8288 -0.1919 -3.6888
C: 3.3295 0.8974 -2.7095
H: 4.4326 4.3987 0.7095
H: 4.8122 5.0380 -0.8600
H: 6.0953 5.0184 0.3092
H: 5.9140 2.4717 0.2324
H: 6.4777 3.2509 -1.3031
H: 3.9349 3.2294 -1.9816
H: 3.6693 2.4563 -0.3880
H: 5.6642 0.3887 -0.3635
H: 4.6554 -0.8334 -1.2539
H: 3.9949 0.2665 0.0072
H: 6.5492 1.4577 -2.3896
H: 5.4147 2.1352 -3.4844
H: 5.7756 -0.9527 -3.2468
H: 5.7973 0.0822 -4.6967
H: 3.5829 -1.2468 -3.3166
H: 3.3893 -0.1776 -4.6437
H: 2.4482 0.6479 -2.1378
H: 3.1424 1.7733 -3.3135
C: -2.3596 6.0971 -2.1711
C: -1.4594 5.7474 -1.0092
C: -2.0095 4.7281 -0.0529
N: -1.0462 4.7442 1.1578
C: 0.3447 4.3370 0.7797
C: -1.5331 3.7309 2.1567
C: -0.9580 4.1843 3.4769
C: -0.7320 5.7432 3.3734
C: -1.0930 6.0663 1.9246
H: -2.6096 5.2550 -2.7868
H: -1.8174 6.8670 -2.7502
H: -3.2803 6.6737 -1.8743
H: -1.2539 6.6876 -0.5303
H: -0.5012 5.4106 -1.4675
H: -2.1023 3.6999 -0.3992
H: -2.9965 4.9668 0.3739
H: 0.3823 3.4323 0.1831
H: 0.9462 4.1091 1.6922
H: 0.8434 5.0864 0.1577
H: -1.2474 2.7198 1.7721
H: -2.6216 3.8010 2.1435
H: 0.0641 3.7934 3.6218
H: -1.5285 3.9432 4.3682
H: 0.2820 6.0750 3.6108
H: -1.4378 6.3382 3.9205
H: -0.4356 6.7150 1.4718
H: -2.1229 6.4219 1.8487
C: -5.9928 -3.4357 -4.2117
C: -5.2447 -3.1557 -2.8825
C: -5.5679 -1.7515 -2.3647
N: -4.7555 -1.2939 -1.1637
C: -3.3036 -1.5239 -1.2877
C: -5.1921 -1.9633 0.0884
C: -6.3819 -1.1537 0.6716
C: -6.3625 0.2085 -0.0988
C: -5.0211 0.2243 -0.9338
H: -7.1087 -3.4582 -4.2135
H: -5.7300 -4.4202 -4.6494
H: -5.7579 -2.7044 -4.9804
H: -4.2198 -3.1161 -3.2666
H: -5.3851 -3.9162 -2.1010
H: -6.5918 -1.6468 -2.0916
H: -5.2985 -1.0117 -3.0900
H: -3.1365 -2.5293 -1.7512
H: -2.7743 -1.4832 -0.3265
H: -2.9548 -0.8926 -2.0439
H: -4.3378 -1.8796 0.7762
H: -5.4766 -3.0123 -0.1519
H: -6.3501 -1.0528 1.7867
H: -7.4159 -1.6290 0.5579
H: -6.2569 1.0665 0.5700
H: -7.3320 0.2767 -0.6049
H: -4.1555 0.6095 -0.3896
H: -5.1565 0.7115 -1.9021
B: -3.4786 0.8581 2.3785
F: -3.4455 -0.5677 2.0392
F: -3.3709 1.5891 1.1062
F: -4.6988 1.2293 3.0494
F: -2.3335 1.0450 3.2040
B: 0.5702 0.3488 -0.0534
F: 1.3420 1.6227 -0.1602
F: 1.3198 -0.5541 0.7533
F: -0.6797 0.5255 0.5322
F: 0.4276 -0.1974 -1.3162
C: 4.4771 -3.5164 1.0820
F: 3.2830 -3.6655 1.6415
F: 4.8215 -2.2706 1.0148
F: 5.4823 -4.2060 1.7521
S: 4.4968 -4.0617 -0.7472
O: 3.7281 -3.0659 -1.4378
O: 5.8556 -4.2613 -1.1542
N: 3.4884 -5.3199 -0.6729
S: 3.9662 -6.8260 -0.5073
O: 2.9071 -7.6292 -1.0177
O: 5.3263 -7.0894 -0.7753
C: 3.7906 -7.0762 1.2951
F: 3.7148 -8.3636 1.6793
F: 4.8260 -6.5944 1.9072
F: 2.7042 -6.3657 1.8071
C: -3.1654 -0.3418 -6.6352
F: -3.2868 -1.6793 -6.5633
F: -1.9648 0.0331 -7.1630
F: -4.1323 0.0096 -7.4408
S: -3.6274 0.2894 -4.9737
O: -5.0507 0.6477 -4.9617
O: -3.1084 -0.7526 -4.0433
N: -2.7443 1.6207 -5.0811
S: -1.9762 2.3271 -3.9126
O: -1.8098 3.7320 -4.2032
O: -2.2785 1.9124 -2.5430
C: -0.3090 1.6738 -4.2331
F: 0.2221 1.7868 -5.4293
F: 0.5105 2.2909 -3.2994
F: -0.1600 0.2975 -3.9602
C: 4.1068 2.6666 3.8426
F: 4.7503 1.5018 3.7813
F: 4.7701 3.5226 4.7006
F: 4.2464 3.1518 2.5896
S: 2.3036 2.5337 4.2073
O: 1.9915 3.8597 4.4695
O: 1.8210 1.9191 2.9907
N: 2.0813 1.5833 5.3984
S: 2.0256 1.9916 6.9664
O: 3.2577 1.9891 7.6233
O: 1.0380 2.9553 7.2708
C: 1.2446 0.3826 7.4633
F: -0.1122 0.2360 7.0051
F: 1.9703 -0.6555 6.9509
F: 1.3023 0.2379 8.7325

Force components x, y, z for each atom (eV/Å):
0.61 0.49 1.30
-0.42 -1.37 0.72
-0.10 1.81 -0.96
-0.55 -0.27 -0.28
2.33 -0.53 0.78
-0.67 0.89 0.88
-0.56 0.15 -0.97
0.14 0.35 -0.24
0.57 -0.13 0.19
0.97 -0.04 -0.15
-0.03 -0.72 -1.24
0.12 -0.61 0.49
-0.22 0.10 0.36
-0.11 0.03 -0.10
0.58 -0.85 -0.11
-0.63 0.02 0.13
-0.39 0.50 -0.08
-0.95 0.04 -0.55
0.46 -2.38 -0.48
-1.29 -0.19 0.87
1.53 1.35 -0.82
-1.14 -1.16 0.65
1.70 1.14 0.00
0.22 -0.28 0.58
-0.96 -0.05 -0.61
0.65 0.84 -1.14
-0.04 -0.41 0.45
0.50 -0.24 0.50
-0.25 2.02 0.17
-0.68 -0.15 0.21
0.94 0.53 -0.37
0.00 -0.05 0.12
0.25 0.06 0.83
-1.19 0.52 -0.98
-0.54 -0.37 0.52
-0.03 -1.12 -0.27
0.73 2.43 0.49
-0.20 -2.99 0.19
0.07 1.72 0.05
-0.54 -1.21 0.76
-0.55 0.15 0.45
0.76 0.92 -1.87
1.38 0.73 0.70
-0.36 -2.20 2.06
-0.34 -0.57 -1.30
0.25 -0.17 0.08
-0.27 0.49 -0.34
-0.76 -0.36 0.13
0.26 0.59 -0.65
-0.28 0.08 0.18
0.26 -0.46 0.47
-0.41 -0.21 -0.27
0.77 -0.29 0.03
0.11 0.30 0.07
-0.17 0.03 -0.73
-0.08 -0.91 0.05
-0.06 -0.90 0.41
0.17 0.37 -0.17
-0.26 -0.11 0.23
0.16 1.49 -0.21
-0.70 0.63 -1.16
-0.08 -0.02 0.32
-0.27 0.43 0.11
-0.72 1.84 0.00
0.13 -0.33 -1.47
0.75 0.46 1.29
-0.49 -0.71 -0.14
1.02 0.18 0.28
-0.32 -0.50 -0.20
1.68 0.83 0.65
-0.47 -0.56 -1.02
-0.98 -2.03 0.34
-0.13 -0.21 -0.31
-0.15 -0.61 -0.20
0.59 -0.90 0.05
0.19 0.28 0.62
-0.60 -0.04 0.48
0.41 -0.03 -0.28
0.33 0.29 -0.23
-0.64 -0.26 0.07
-0.57 0.43 -0.61
-0.23 0.23 0.48
-0.20 0.87 0.58
0.02 -0.12 0.05
-0.88 -0.11 -0.02
-0.23 -0.28 -0.21
-0.15 -0.36 0.10
-0.15 0.02 0.90
1.31 1.59 -1.06
0.14 -0.02 -0.13
-1.22 -0.81 -0.25
-0.07 0.62 -1.06
1.26 -0.27 0.22
-0.21 0.58 0.57
0.41 -2.19 -0.61
-1.09 -0.40 0.95
-1.24 -0.14 0.41
1.10 -0.02 0.72
-1.71 -1.40 0.05
0.66 0.14 0.62
0.17 0.46 0.46
0.34 0.26 0.12
0.09 -0.31 0.68
0.09 0.06 -0.46
-0.86 0.11 0.26
-0.24 0.13 -0.76
-0.17 0.61 0.87
-0.41 0.45 -0.40
0.87 1.34 -0.52
-0.61 -0.39 -0.21
0.47 0.68 0.31
0.65 0.12 -0.99
1.50 0.29 -0.38
-0.33 -0.18 0.14
0.67 0.34 -0.57
-0.43 -0.02 -0.04
0.35 -0.14 0.08
-0.86 -0.40 -0.90
-0.27 1.36 0.40
-0.04 -0.57 1.95
1.76 -0.57 -0.92
-0.97 0.62 -0.30
0.79 0.63 -0.23
-0.88 -1.50 0.15
0.04 0.32 -0.01
0.21 0.43 0.17
0.16 0.13 -0.24
1.49 -2.09 -1.11
0.80 0.03 0.06
0.21 1.78 0.71
-1.90 1.17 -0.59
-0.54 -0.70 0.66
-0.13 0.78 -0.17
-0.51 -0.10 0.47
0.73 0.04 -0.64
-0.78 0.18 1.00
-0.63 -0.57 -0.86
0.75 -0.25 -0.42
-1.25 0.06 1.57
-0.65 0.48 -0.74
1.40 0.63 0.55
0.74 -1.33 -0.88
-0.23 -0.78 -0.61
1.09 -0.21 0.04
-1.45 -0.74 1.05
-0.42 1.03 -1.25
0.83 0.94 1.94
1.89 -1.33 0.02
-1.27 1.77 -1.80
-0.71 -0.51 0.54
-0.22 -0.05 0.58
-0.18 -0.84 0.19
0.14 0.44 -1.73
2.36 -2.28 2.25
-0.34 0.93 -0.31
-0.50 -0.34 -1.15
-0.88 1.83 -0.19
1.40 0.42 0.00
-0.10 -0.19 0.84
-0.97 -1.32 -1.04
-0.26 0.64 0.23
0.87 -2.86 -0.75
-0.89 3.83 0.44
-0.05 -0.02 0.31
0.36 -0.28 0.66
-2.36 -1.52 -1.96
2.18 0.12 0.81
-0.57 1.07 0.19
-0.64 -1.03 -2.39
2.67 0.31 0.86
-0.82 0.53 -0.08
-0.69 0.14 1.94

Summary:
charge: 0
Kohn-Sham gap: 10.0 eV
energy relative to the best compared isomer or geometry (same formula, charge and spin): 0.0 kJ/mol
DFT total energy: -8021.7640 Eh

Here are the Löwdin charges for atoms 1 to 6, given in e:
1. C -0.04
2. C -0.34
3. C -0.16
4. O -0.21
5. C -0.05
6. N 0.21

Computed, not measured: one molecule with the formula C4H3BrO2S in a non-equilibrium geometry, with the ωB97M-V functional and the def2-TZVPD basis.

Element x y z (Å)
O: 2.5250 -0.0780 -0.3952
C: 1.2886 0.4162 -0.3327
S: 0.9128 2.1453 -0.0763
C: -0.7278 1.9288 0.0591
C: -1.2116 0.6216 -0.0244
Br: -3.0190 0.1039 0.0404
C: -0.1210 -0.2785 0.0058
O: -0.3406 -1.6110 -0.0008
H: 2.5718 -1.0959 -0.4394
H: -1.3810 2.8538 0.2783
H: -1.2803 -1.6000 -0.2155

Force components x, y, z for each atom (eV/Å):
0.74 -2.04 -0.03
-6.68 -0.69 2.10
1.66 -1.67 -0.44
-3.35 1.11 0.33
2.40 1.88 0.86
0.32 0.04 0.04
4.29 1.70 -2.07
0.32 0.06 -0.17
-0.60 2.39 0.07
1.26 -1.67 -0.69
-0.35 -1.12 0.00

Summary:
SMILES: Oc1scc(Br)c1O
charge: 0
Kohn-Sham gap: 8.1 eV
energy relative to the best compared isomer or geometry (same formula, charge and spin): 0.0 kJ/mol
DFT total energy: -3276.8208 Eh

Here are the natural (NBO) charges for atoms 1 to 6, given in e:
1. O -0.68
2. C 0.06
3. S 0.48
4. C -0.50
5. C -0.24
6. Br 0.09

Computed, not measured: one molecule with the formula C5H4N2O in a non-equilibrium geometry, with the ωB97M-V functional and the def2-TZVPD basis.

Element x y z (Å)
C: 0.3575 -2.0160 -0.0981
C: 1.0568 -1.1868 -0.8673
C: 0.3427 0.0917 -0.4802
N: 0.6107 1.3434 -0.7476
O: -0.1511 2.1648 0.0219
C: -0.7828 1.2368 0.9612
C: -0.5026 -0.0950 0.5086
N: -0.7345 -1.4304 0.5328
H: 0.3479 -3.1439 0.0018
H: 1.5247 -1.4081 -1.8807
H: -1.3319 1.7391 1.8283
H: -1.2950 -2.0806 1.2344

Force components x, y, z for each atom (eV/Å):
-1.18 -3.77 -0.28
-1.00 1.69 -1.76
5.58 1.66 -4.26
0.80 0.80 -1.99
-0.78 -4.33 2.78
-0.70 0.24 -0.39
-4.09 3.93 3.74
-1.42 -3.67 3.98
0.39 1.50 -0.48
-0.10 0.36 2.07
0.78 -1.05 -1.69
1.71 2.62 -1.73

Summary:
SMILES: c1cc2nocc2[nH]1
charge: 0
Kohn-Sham gap: 9.0 eV
energy relative to the best compared isomer or geometry (same formula, charge and spin): 354.9 kJ/mol
DFT total energy: -377.5289 Eh

Here are the natural (NBO) charges for atoms 1 to 6, given in e:
1. C 0.01
2. C -0.32
3. C 0.07
4. N -0.10
5. O -0.26
6. C 0.03